A molecular structure, C38H35ClN2Si2Tb at a distorted geometry, computed with wB97M-V/def2-TZVPD.

The geometry in ORCA input format:
```
! RIJCOSX wB97M-V def2-TZVPD def2/J DEFGRID3
* xyz 1 7
C -1.28616 -0.31810 0.53739
C -1.65697 0.08206 -0.78635
C -1.56450 -1.06418 -1.62397
H -2.02071 1.06458 -1.09011
C -1.14991 -2.17970 -0.83418
C -0.97804 -1.71277 0.50898
H -0.73079 -2.33000 1.37007
H -1.32766 0.30790 1.43126
H -1.86284 -1.10920 -2.66657
H -1.03012 -3.20745 -1.18430
Tb 0.78557 -0.65644 -0.78759
Si 1.78384 1.50283 -4.13112
C 0.52987 2.86489 -4.21573
C 1.00769 4.04703 -4.81129
H 2.06292 4.10414 -5.10850
C 0.14934 5.11328 -5.07195
H 0.54899 6.03172 -5.50764
C -1.21782 4.98180 -4.79860
H -1.89095 5.80854 -5.03236
C -1.70422 3.81972 -4.19418
H -2.77930 3.68920 -4.03904
C -0.81103 2.83109 -3.77262
H -1.19160 1.99215 -3.18105
C 0.83350 -0.14358 -4.56010
C -0.61514 -0.18931 -4.74232
H -1.18450 0.72830 -4.76419
C -1.24859 -1.42626 -5.15198
H -2.25783 -1.44015 -5.56897
C -0.62559 -2.63830 -4.71511
H -1.11334 -3.59261 -4.91458
C 0.59809 -2.54578 -4.07402
H 0.99189 -3.44958 -3.59390
C 1.34731 -1.37051 -4.04117
H 2.30566 -1.36576 -3.51819
H 1.79969 1.12424 -2.66594
Si 0.15039 -0.95088 -6.32766
C 0.78619 -2.30762 -7.46446
C 0.22815 -2.35480 -8.75363
H -0.41356 -1.53411 -9.09913
C 0.46604 -3.45292 -9.60173
H -0.00469 -3.50871 -10.58639
C 1.28405 -4.50567 -9.16925
H 1.45276 -5.38107 -9.80946
C 1.87336 -4.45056 -7.89730
H 2.48006 -5.28683 -7.54658
C 1.67582 -3.33156 -7.07605
H 2.19325 -3.26105 -6.11494
C -0.05466 0.65062 -7.31787
C -1.29056 1.27255 -7.51557
H -2.21003 0.74017 -7.25931
C -1.34117 2.57409 -8.02848
H -2.30608 3.07236 -8.16674
C -0.15871 3.24725 -8.34106
H -0.19687 4.27962 -8.69811
C 1.07378 2.63623 -8.12647
H 2.00398 3.17731 -8.33041
C 1.12688 1.33290 -7.61135
H 2.08590 0.84781 -7.41061
H 3.12409 2.12990 -4.19912
Cl 2.88936 -1.99793 -0.96302
N 0.88125 1.93019 -0.42551
C 1.56291 2.35528 0.78313
C 1.90631 3.67878 1.02643
C 2.49739 4.02806 2.26340
C 2.75928 3.06898 3.23130
C 2.46834 1.69526 2.99727
C 2.77301 0.65881 3.89975
C 2.45886 -0.65120 3.56522
C 1.83966 -0.92443 2.33937
N 1.56158 0.03908 1.43607
C 1.85016 1.34945 1.74934
H -0.08511 2.25756 -0.43024
H 1.28066 2.35385 -1.27041
H 1.71916 4.44395 0.26703
H 2.75047 5.07428 2.45990
H 3.19952 3.34528 4.19172
H 3.25314 0.91546 4.84432
H 2.69054 -1.47793 4.22933
H 1.59050 -1.94539 2.03667
*
```

For the HOMO energy (spin up / spin down), the calculation gives -8.17 / -9.90 eV. Its expectation value of S² is 12.71. For the max |F|, the calculation gives 4.34 eV/Å. The energy relative to the best compared isomer or geometry (same formula, charge and spin) is 4.505 eV. The total energy comes out at -93655.1532 eV. As for the HOMO-LUMO gap (spin up / spin down): 3.69 / 6.28 eV.

***

A molecular structure, C38H35FN3O6PPt at a distorted geometry, computed with wB97M-V/def2-TZVPD.

The geometry in ORCA input format:
```
! RIJCOSX wB97M-V def2-TZVPD def2/J DEFGRID3
* xyz 0 3
Pt -2.71534 0.27208 -1.10541
F 3.27400 -2.26700 -1.32280
C 3.09348 -0.92892 -1.22820
C 1.80111 -0.45515 -1.12437
C 1.45918 0.91593 -1.15616
C 0.10955 1.24888 -1.31166
O -0.72617 0.31423 -1.76866
C -0.23909 2.61311 -1.01868
C 0.81584 3.53114 -1.07828
N 2.13488 3.20251 -1.02758
C 3.02089 4.31499 -0.74939
C 3.87543 4.10900 0.41646
C 2.78425 5.18958 0.46479
C 2.51852 1.84298 -1.11243
C 3.85755 1.37034 -1.24686
C 4.13832 0.00175 -1.23717
N 5.57324 -0.44731 -1.54069
C 6.28822 -1.10563 -0.41432
C 7.81321 -1.19539 -0.64521
N 8.11347 -0.76676 -2.04580
C 7.25680 -1.58584 -2.94124
C 5.74067 -1.32488 -2.70516
C -1.62456 3.11198 -0.62324
O -1.75679 4.23824 -0.19884
O -2.61600 2.21505 -0.60108
H 0.99215 -1.17956 -1.05941
H 0.48046 4.53989 -0.98627
H 3.57391 4.83726 -1.56499
H 4.91474 4.39524 0.25497
H 3.56916 3.25743 1.00874
H 3.06986 6.20881 0.30610
H 1.86238 4.95158 0.98086
H 4.66896 2.05894 -1.35999
H 5.88133 -2.09339 -0.21361
H 6.05993 -0.55684 0.53499
H 8.19930 -2.17803 -0.41039
H 8.36193 -0.51214 -0.00559
H 9.09443 -1.02547 -2.25300
H 6.16351 0.33396 -1.84243
H 7.42404 -2.66915 -2.87406
H 7.48613 -1.37466 -3.99824
H 5.25945 -2.30625 -2.49500
H 5.09190 -0.81348 -3.45627
O -5.09460 1.02069 -2.42843
C -4.70347 0.71139 -1.33827
C -5.69386 0.53338 -0.18480
C -6.98744 1.13115 -0.11164
C -7.80078 0.83984 0.99756
C -7.32322 0.10188 2.05118
C -6.00867 -0.39732 2.03872
C -5.21959 -0.19240 0.89339
P -3.42487 -0.56493 0.93621
C -2.99882 0.19697 2.49898
C -3.29983 1.55772 2.71817
C -3.03724 2.17810 3.93026
C -2.40517 1.48238 4.97558
C -2.13483 0.13603 4.76366
C -2.35770 -0.51270 3.55895
C -2.70181 -2.18559 1.02395
C -1.26215 -2.17029 1.12937
C -0.63000 -3.43812 1.36540
C -1.45222 -4.58685 1.47998
C -2.77076 -4.53043 1.22270
C -3.43061 -3.34700 0.86693
H -7.19913 1.83231 -0.92293
H -8.78151 1.36364 0.97162
H -7.97408 -0.02386 2.91992
H -5.56939 -0.94071 2.88999
H -3.59217 2.16485 1.79983
H -3.25690 3.17786 4.18417
H -2.35408 1.86799 5.96174
H -1.71148 -0.51522 5.60082
H -2.25959 -1.58330 3.58574
H -0.64103 -1.30073 1.09943
H 0.44142 -3.47205 1.53346
H -0.86311 -5.48984 1.77770
H -3.40150 -5.44500 1.44760
H -4.44236 -3.32563 0.54210
C -3.23414 -3.41612 -3.08361
C -3.66096 -2.22009 -2.22750
O -4.78218 -2.13329 -1.73692
O -2.59975 -1.53011 -2.03945
H -3.83587 -4.37414 -2.82044
H -2.12077 -3.64462 -3.05123
H -3.56803 -3.24488 -4.06441
*
```

For the HOMO energy (spin up / spin down), the calculation gives -5.14 / -7.76 eV. Its expectation value of S² is 2.03. For the max |F|, the calculation gives 3.67 eV/Å. The total energy comes out at -71976.9024 eV. As for the HOMO-LUMO gap (spin up / spin down): 4.84 / 7.45 eV.

***

2 unconnected molecules or ions with the total composition C38H35NOP at a distorted geometry, computed with wB97M-V/def2-TZVPD.

The geometry in ORCA input format:
```
! RIJCOSX wB97M-V def2-TZVPD def2/J DEFGRID3
* xyz 1 1
C 3.22240 0.35058 1.25608
C 1.96628 0.78298 0.52555
C 0.85886 0.99638 1.40858
P -0.43237 2.14814 1.17889
C -0.40060 2.88852 -0.47195
C -0.53740 2.03677 -1.57710
C -0.48398 2.54877 -2.86971
C -0.24786 3.91661 -3.06731
C -0.11207 4.76751 -1.96683
C -0.18704 4.26105 -0.66897
C -1.96446 1.20498 1.34825
C -3.04588 1.45045 0.49144
C -4.20888 0.68978 0.60171
C -4.30125 -0.31861 1.56424
C -3.24210 -0.53311 2.45100
C -2.08073 0.24025 2.36352
C -0.63281 3.53524 2.34173
C -1.91066 4.05312 2.62384
C -2.04758 5.21830 3.38143
C -0.91712 5.86071 3.89716
C 0.35138 5.31099 3.67554
C 0.49876 4.15291 2.90767
O 1.93629 0.87950 -0.71717
H 3.56691 1.17110 1.90081
H 3.03703 -0.53720 1.87469
H 4.00897 0.11143 0.53813
H 0.94547 0.58430 2.41359
H -0.65490 0.96335 -1.41044
H -0.61518 1.87163 -3.71593
H -0.16984 4.31215 -4.08199
H 0.05835 5.83408 -2.11068
H -0.07626 4.92503 0.18857
H -2.97684 2.23375 -0.26292
H -5.03929 0.89377 -0.07322
H -5.20414 -0.92907 1.63023
H -3.31429 -1.30684 3.21710
H -1.27085 0.08410 3.08054
H -2.79893 3.54456 2.24705
H -3.04327 5.62340 3.56591
H -1.02639 6.78765 4.46732
H 1.23582 5.79099 4.09639
H 1.48910 3.72427 2.74163
C -3.08981 -1.88625 -3.39440
N -1.80805 -1.75786 -2.72267
C -1.64781 -1.47966 -1.40291
C -0.28145 -1.60956 -1.04423
C 0.20933 -1.69915 0.27491
C 1.08694 -2.75046 0.67814
C 1.33012 -3.88547 -0.14849
C 2.41650 -4.71107 0.07201
C 3.18583 -4.57374 1.23274
C 4.37214 -5.46624 1.44306
C 2.82275 -3.60331 2.17930
C 1.76147 -2.74269 1.93687
C 0.42556 -1.86314 -2.30406
C 1.75016 -2.14779 -2.61304
C 2.04880 -2.72559 -3.85603
C 1.03778 -2.98979 -4.78874
C -0.29924 -2.63670 -4.52635
C -0.56178 -2.01624 -3.30664
H -2.92263 -1.88389 -4.47497
H -3.61481 -2.80636 -3.09468
H -3.73733 -1.04351 -3.12235
H -2.49553 -1.35907 -0.73640
H -0.25454 -1.06137 1.03056
H 0.67407 -4.06704 -0.99600
H 2.68777 -5.45856 -0.67303
H 4.95673 -5.12800 2.30309
H 4.07596 -6.50527 1.62286
H 5.02365 -5.48872 0.56428
H 3.40699 -3.51798 3.10208
H 1.43813 -2.01790 2.68938
H 2.52998 -1.91837 -1.88381
H 3.07507 -3.00201 -4.08912
H 1.28973 -3.47749 -5.73042
H -1.12511 -2.84405 -5.20535
*
```

For the HOMO energy, the calculation gives -10.07 eV. For the max |F|, the calculation gives 1.65 eV/Å. The energy relative to the best compared isomer or geometry (same formula, charge and spin) is 0.709 eV. The total energy comes out at -52793.4106 eV. As for the HOMO-LUMO gap: 5.65 eV.